Formula: C3H4O2S
Source: the OMol25 dataset
Level of theory: the ωB97M-V functional and the def2-TZVPD basis

Properties
Multiplicity ... 1
LUMO ... 0.3 eV
Strongest force on any atom ... 1.6 eV/Å
Structure (SMILES) ... O=C=C1CO1.S
Gap between HOMO and LUMO ... 9.1287 eV
E_HOMO ... -8.787 eV
Net charge ... 0
E ... -665.24563 Eh

Positions of all 10 atoms, in Å:
O  2.200  1.405  -1.865
C  1.857  0.570  -1.127
C  1.116  -0.121  -0.322
C  0.598  -1.463  -0.071
O  1.266  -0.732  0.911
H  -0.475  -1.569  0.050
H  1.128  -2.323  -0.469
S  -2.143  1.039  0.722
H  -2.184  2.341  0.962
H  -3.363  0.852  1.208

These are the Mulliken partial charges, in e, on atoms 1 to 5: -0.389, 0.351, 0.036, -0.039, -0.328



Formula: C16H23BrN2O3S2
Source: the OMol25 dataset
Level of theory: the ωB97M-V functional and the def2-TZVPD basis

Properties
Multiplicity ... 1
LUMO ... 0.1 eV
Strongest force on any atom ... 4.8 eV/Å
Structure (SMILES) ... O=C([C@@H]1CCCN(S(=O)(=O)c2ccc(Br)s2)C1)N1CCCCCC1
Gap between HOMO and LUMO ... 9.2939 eV
E_HOMO ... -9.216 eV
Net charge ... 0
E ... -4328.99525 Eh

Positions of all 47 atoms, in Å:
O  -1.603  1.151  1.105
C  -0.454  0.974  0.741
C  -0.340  0.242  -0.643
C  -1.753  0.128  -1.254
C  -1.422  -0.400  -2.665
C  -0.991  -1.895  -2.667
N  0.192  -1.989  -1.792
S  0.851  -3.538  -1.698
O  0.935  -4.173  -3.010
O  2.137  -3.436  -0.930
C  -0.222  -4.529  -0.813
C  -0.404  -4.478  0.543
C  -1.322  -5.477  1.112
C  -1.719  -6.344  0.144
Br  -3.029  -7.632  0.463
S  -1.134  -5.857  -1.477
C  0.176  -1.164  -0.591
N  0.437  1.743  1.412
C  0.095  2.625  2.493
C  -0.329  3.967  1.895
C  0.535  4.615  0.825
C  2.026  4.409  1.132
C  2.475  3.024  0.514
C  1.913  1.647  1.120
H  0.218  0.880  -1.282
H  -2.492  -0.544  -0.652
H  -2.233  1.175  -1.358
H  -2.372  -0.358  -3.245
H  -0.718  0.229  -3.305
H  -0.753  -2.091  -3.681
H  -1.887  -2.467  -2.339
H  0.101  -3.682  1.032
H  -1.536  -5.549  2.158
H  -0.532  -1.811  0.023
H  1.143  -1.136  -0.129
H  -0.692  2.248  3.068
H  0.829  2.708  3.326
H  -1.416  4.055  1.617
H  -0.310  4.720  2.694
H  0.364  5.693  0.733
H  0.203  4.223  -0.146
H  2.622  5.210  0.747
H  2.293  4.454  2.222
H  3.603  3.037  0.457
H  2.021  3.079  -0.522
H  2.161  0.824  0.487
H  2.334  1.487  2.138

These are the Mulliken partial charges, in e, on atoms 1 to 5: -0.696, 0.193, 0.228, -0.574, -0.806



Formula: C4H5N3O3
Source: the OMol25 dataset
Level of theory: the ωB97M-V functional and the def2-TZVPD basis

Properties
Multiplicity ... 1
LUMO ... -1.1 eV
Strongest force on any atom ... 7.3 eV/Å
Gap between HOMO and LUMO ... 8.0133 eV
E_HOMO ... -9.085 eV
Net charge ... 0
E ... -545.13007 Eh

Positions of all 15 atoms, in Å:
C  -0.292  1.645  0.735
C  -0.043  1.813  -0.613
C  -0.223  0.364  1.119
C  0.290  -1.694  -1.076
N  -0.116  -0.413  -0.488
N  0.073  0.599  -1.278
N  -0.278  -0.482  2.132
O  0.411  0.524  -2.474
O  -0.407  0.026  3.236
O  -0.141  -1.677  1.970
H  -0.337  2.375  1.626
H  -0.122  2.800  -1.180
H  1.046  -1.473  -1.896
H  0.674  -2.344  -0.288
H  -0.534  -2.062  -1.525

These are the Mulliken partial charges, in e, on atoms 1 to 5: -0.408, -0.373, 0.307, -0.751, -0.043



- What is the formula in the second record?
  C16H23BrN2O3S2



- E_HOMO of number 2 (C16H23BrN2O3S2)?
  -9.216 eV